*A*
One molecule with the formula C4H8O2. Source: OMol25; level of theory: ωB97M-V/def2-TZVPD.

CARTESIAN COORDINATES (ANGSTROEM)
O -0.717 1.116 -1.403
O 1.070 -0.750 -1.229
C 0.108 1.225 -0.293
C -1.071 -0.811 0.822
C 0.023 0.218 0.819
C 1.150 0.102 -0.145
H -1.476 -0.980 -0.180
H -1.892 -0.463 1.451
H 0.318 2.272 -0.046
H -0.721 -1.766 1.224
H 1.171 -1.668 -0.968
H -0.378 0.350 -1.899
H 0.319 0.591 1.795
H 2.088 0.617 0.029

Values from the calculation:
- structure (SMILES) = C[C@H]1[C@@H](O)[C@H]1O

*B*
One molecule with the formula C4H8O2. Source: OMol25; level of theory: ωB97M-V/def2-TZVPD.

CARTESIAN COORDINATES (ANGSTROEM)
O 1.306 -1.075 -0.817
O -1.789 0.065 0.885
C -0.113 0.791 -1.355
C 0.634 0.244 1.197
C -0.550 -0.566 0.776
C 0.433 -0.120 -0.268
H 0.499 1.265 1.541
H -2.408 -0.407 0.315
H -0.524 -1.628 1.022
H 0.663 1.089 -2.067
H -0.610 1.679 -0.961
H 1.340 -0.317 1.814
H 1.984 -1.248 -0.155
H -0.865 0.228 -1.927

Values from the calculation:
- structure (SMILES) = C[C@@]1(O)C[C@H]1O

Which structure is most stable, and how do the rest compare? From most to least stable: *B*, *A*.

*A*
A 2-piece molecular cluster, C4H8O2 overall. Source: OMol25; level of theory: ωB97M-V/def2-TZVPD.

CARTESIAN COORDINATES (ANGSTROEM)
O 1.103 -0.029 0.494
O -1.766 1.339 1.501
C -1.599 -0.811 -0.551
C -0.559 1.320 1.402
C 2.035 -0.300 -0.571
C 0.290 0.952 0.256
H 2.266 0.637 -1.080
H -1.000 0.074 -0.825
H 2.920 -0.746 -0.117
H 0.093 1.815 2.158
H 1.571 -1.004 -1.267
H -2.394 -0.475 0.117
H -0.966 -1.546 -0.039
H -1.995 -1.226 -1.479

*B*
One molecule with the formula C4H8O2. Source: OMol25; level of theory: ωB97M-V/def2-TZVPD.

CARTESIAN COORDINATES (ANGSTROEM)
O 0.793 -1.395 -0.074
O -1.643 -0.772 -1.091
C 1.040 -0.168 -0.637
C 0.042 -0.530 0.781
C -1.397 -0.493 0.276
C 0.852 1.126 0.615
H 2.104 0.011 -0.767
H 1.105 1.864 -0.170
H -1.186 -1.605 -1.278
H 1.667 1.084 1.334
H -1.852 0.477 0.488
H 0.410 0.088 -1.486
H -1.905 -1.234 0.914
H -0.031 1.544 1.095

Which structure is most stable, and how do the rest compare? From most to least stable: *A*, *B*.

*A*
A 2-piece molecular cluster, C4H8O2 overall. Source: OMol25; level of theory: ωB97M-V/def2-TZVPD.

CARTESIAN COORDINATES (ANGSTROEM)
O 0.071 0.312 3.195
O 1.367 -1.416 0.861
C 1.061 -0.487 -0.114
C -0.557 0.470 -1.689
C -1.844 0.744 -1.876
C -0.125 -0.513 -0.699
H 0.889 0.294 3.716
H -0.755 -1.359 -0.439
H 1.711 0.379 -0.201
H -2.585 0.317 -1.208
H 0.440 0.252 2.304
H 0.215 1.080 -2.139
H 2.282 -1.686 0.718
H -2.170 1.613 -2.430

Values from the calculation:
- structure (SMILES) = C=C/C=C/O.O

*B*
One molecule with the formula C4H8O2. Source: OMol25; level of theory: ωB97M-V/def2-TZVPD.

CARTESIAN COORDINATES (ANGSTROEM)
O 0.917 -1.002 -1.627
O 1.443 0.053 0.388
C 0.417 -0.602 1.148
C 1.264 0.041 -0.917
C -0.817 0.636 -0.634
C -0.900 0.133 0.804
H 0.380 -1.660 0.878
H -1.726 -0.573 0.941
H -1.055 0.944 1.526
H 0.723 -0.491 2.189
H -1.717 0.371 -1.212
H 1.908 0.814 -1.362
H -0.731 1.725 -0.688
H -0.107 -0.390 -1.434

Which structure is most stable, and how do the rest compare? From most to least stable: *A*, *B*.

*A*
One molecule with the formula C4H8O2. Source: OMol25; level of theory: ωB97M-V/def2-TZVPD.

CARTESIAN COORDINATES (ANGSTROEM)
O -1.238 1.377 -0.007
O 0.092 -0.191 -0.938
C -1.011 0.209 -0.153
C -1.614 -0.896 0.535
C 2.145 0.414 0.534
C 1.302 -0.643 -0.229
H -2.770 -0.724 0.582
H 1.157 0.835 1.294
H 2.302 1.051 -0.307
H 1.126 -1.138 0.483
H 3.129 -0.013 1.093
H -1.847 -1.785 -0.043
H -0.988 -1.095 1.332
H 2.130 -1.122 -0.996

Values from the calculation:
- structure (SMILES) = CCOC(C)=O

*B*
One molecule with the formula C4H8O2. Source: OMol25; level of theory: ωB97M-V/def2-TZVPD.

CARTESIAN COORDINATES (ANGSTROEM)
O 0.384 1.364 -0.564
O -2.187 0.962 -0.168
C -0.469 -0.793 -0.153
C 0.648 0.201 -0.274
C 2.121 -0.014 -0.155
C -1.646 -0.105 0.562
H -0.787 -1.053 -1.174
H -2.449 -0.831 0.707
H 2.503 0.350 0.802
H 2.532 -1.022 -0.341
H 2.261 0.882 -0.797
H -0.168 -1.717 0.353
H -1.299 0.216 1.560
H -1.443 1.560 -0.358

Values from the calculation:
- structure (SMILES) = CC(=O)CCO

Which structure is most stable, and how do the rest compare? From most to least stable: *B*, *A*.

*A*
A 2-piece molecular cluster, C4H6OS overall. Source: OMol25; level of theory: ωB97M-V/def2-TZVPD.

CARTESIAN COORDINATES (ANGSTROEM)
S -1.668 3.381 1.195
O -2.011 0.152 0.918
C -1.309 2.527 2.435
C 0.485 0.672 0.597
C -0.792 0.032 0.201
C -0.168 1.167 -0.618
H 0.447 1.477 1.483
H -0.484 2.142 -0.593
H -2.035 1.014 1.388
H -0.871 -0.931 -0.144
H 1.405 0.062 0.600
H 0.253 0.730 -1.574

*B*
One molecule with the formula C4H6OS. Source: OMol25; level of theory: ωB97M-V/def2-TZVPD.

CARTESIAN COORDINATES (ANGSTROEM)
S -1.960 0.149 -0.054
O 1.086 0.637 -0.597
C 1.113 1.661 0.360
C 1.603 -1.543 0.058
C -0.718 -0.836 0.185
C 0.682 -0.554 -0.087
H 1.864 1.438 1.122
H 2.689 -1.330 -0.079
H 0.140 1.912 0.782
H -0.877 -1.882 0.552
H 1.491 2.515 -0.198
H 1.279 -2.513 0.364

Values from the calculation:
- structure (SMILES) = C=C(C=S)OC

*C*
C4H6OS as an isolated structure. Source: OMol25; level of theory: ωB97M-V/def2-TZVPD.

CARTESIAN COORDINATES (ANGSTROEM)
S 2.800 0.104 -0.213
O -0.864 -1.101 -0.140
C -0.325 0.936 0.234
C 0.205 -0.433 0.558
C -1.345 0.208 -0.595
C 1.522 -0.858 -0.056
H 0.180 -0.606 1.673
H -0.723 1.459 1.139
H 0.461 1.541 -0.291
H -2.349 0.388 -0.323
H 1.699 -1.926 -0.292
H -1.261 0.287 -1.693

Which structure is most stable, and how do the rest compare? From most to least stable: *B*, *C*, *A*.

*A*
One molecule with the formula C4H6OS. Source: OMol25; level of theory: ωB97M-V/def2-TZVPD.

CARTESIAN COORDINATES (ANGSTROEM)
S -0.191 1.706 -0.553
O 0.347 -1.339 0.021
C -0.250 0.764 1.026
C -0.631 0.313 -1.502
C -0.284 -0.934 -1.086
C 0.885 -0.294 0.910
H 1.843 0.106 0.417
H 1.092 -0.862 1.836
H -1.216 0.350 1.229
H -0.546 -1.772 -1.725
H 0.009 1.465 1.848
H -1.058 0.498 -2.422

Values from the calculation:
- structure (SMILES) = C1=CSCCO1

*B*
C4H6OS as an isolated structure. Source: OMol25; level of theory: ωB97M-V/def2-TZVPD.

CARTESIAN COORDINATES (ANGSTROEM)
S -0.671 1.263 0.117
O 1.615 -1.260 -0.251
C -0.678 -0.502 0.184
C -1.226 -1.229 -1.044
C 1.023 0.956 0.758
C 0.867 -0.484 0.233
H 1.027 0.972 1.865
H -0.474 -1.104 -1.821
H 1.870 1.576 0.373
H -1.265 -2.276 -0.734
H -1.083 -0.870 1.114
H -2.181 -0.869 -1.445

Which structure is most stable, and how do the rest compare? From most to least stable: *B*, *A*.